The following is a DFT calculation (ωB97M-V with the def2-TZVPD basis set) of a molecular structure, C31H35AuClO2P2S2Se.

```
75
Properties=species:S:1:pos:R:3:forces:R:3:lowdin_charge:R:1
Au 1.5372 -0.2656 -0.3882 0.028 0.022 -0.229 0.250
Se -1.1606 -1.3852 -1.0041 -0.415 -0.067 -0.064 0.804
Cl 3.4614 -0.1856 1.9573 0.146 0.157 0.420 0.680
S 2.2442 -2.4786 -1.0710 -0.068 0.321 -0.141 0.222
S 0.4367 -2.3616 1.8467 -0.003 0.044 -0.072 0.212
P 1.4303 1.8522 0.4838 0.234 -0.490 -0.633 0.907
P 1.4518 -3.4048 0.5408 -0.018 -0.008 0.297 -0.196
O 0.5263 -4.6190 0.0616 0.046 -0.047 -0.028 -0.360
O 2.7403 -4.1138 1.1904 -0.068 -0.074 -0.148 -0.364
C -2.8468 0.1994 -2.6992 0.036 0.197 -0.060 -0.302
C 0.4434 1.8941 1.9954 0.411 -0.167 0.266 -0.373
C -4.0695 -2.4042 -0.1780 0.035 0.033 -0.047 -0.070
C -0.0657 4.1591 -0.1000 0.074 0.134 0.038 -0.073
C 1.2618 3.2500 -1.8900 0.115 0.026 0.002 -0.111
C 0.8339 3.2067 -0.5637 -0.091 -0.127 -0.012 -0.380
C -6.5239 0.1891 -3.6995 0.036 0.011 0.060 -0.053
C -2.8421 -0.7832 -1.7051 0.308 -0.103 0.070 -0.509
C -0.4945 5.1775 -0.9439 -0.017 -0.054 0.047 -0.073
C -0.0438 5.2329 -2.2530 0.013 -0.017 -0.021 -0.079
C -1.0017 1.7139 4.3562 0.006 0.002 0.014 -0.075
C 2.5505 -5.0584 2.2611 0.019 0.071 0.017 -0.303
C 5.1304 1.8874 2.2540 -0.040 0.002 -0.096 -0.103
C -0.7437 1.1688 2.0277 -0.181 0.157 0.003 -0.111
C -5.2112 -1.0387 -1.9392 -0.027 -0.028 0.101 -0.020
C 3.9241 1.4683 1.7117 0.161 -0.193 -0.187 -0.648
C 0.9163 -5.4654 -1.0385 -0.029 0.046 0.010 -0.306
C -1.5784 0.9092 -3.0950 -0.019 -0.065 -0.017 -0.085
C 5.5492 3.1948 2.0687 0.028 -0.002 0.016 -0.074
C -0.0435 -5.2585 -2.1862 -0.002 0.020 0.007 -0.082
C 0.9249 2.4969 3.1554 -0.152 0.156 -0.011 -0.076
C -5.2388 -0.1131 -2.9738 -0.044 -0.002 -0.031 -0.269
C -1.4693 1.0921 3.2072 -0.010 -0.011 -0.095 -0.067
C 0.1936 2.4185 4.3322 0.013 -0.012 -0.058 -0.072
C 0.8314 4.2632 -2.7294 -0.010 0.001 0.020 -0.077
C -4.0496 0.5113 -3.3233 0.080 0.045 -0.024 -0.017
C 3.1216 2.3366 0.9654 -0.366 0.336 0.728 -0.374
C 4.7667 4.0791 1.3443 -0.072 -0.009 -0.094 -0.076
C 3.6587 -4.8586 3.2667 -0.018 -0.033 0.012 -0.073
C 3.5567 3.6523 0.8163 0.126 0.045 -0.199 -0.079
C -4.0317 -1.3864 -1.2919 -0.138 -0.156 0.057 -0.302
H -4.8948 -2.1911 0.5022 -0.026 -0.016 -0.011 0.081
H 2.5768 -6.0603 1.8282 -0.005 -0.009 -0.006 0.117
H 1.9434 2.4892 -2.2550 -0.042 -0.021 -0.023 0.104
H -6.3779 0.9572 -4.4579 0.001 0.009 0.008 0.071
H -0.3779 6.0284 -2.9061 -0.010 -0.008 -0.011 0.104
H 1.5727 -4.9014 2.7208 -0.006 -0.010 0.010 0.089
H 0.5606 2.8994 5.2292 0.017 -0.017 0.008 0.105
H -3.1473 -2.4159 0.4040 -0.059 0.003 -0.012 0.031
H 2.9446 4.3450 0.2520 -0.008 0.033 0.065 0.104
H -4.2152 -3.4106 -0.5757 -0.004 -0.005 -0.014 0.088
H -1.0683 -5.4170 -1.8504 -0.005 -0.022 -0.013 0.080
H 3.5619 -3.8856 3.7476 0.005 0.007 -0.001 0.077
H -7.2974 0.5326 -3.0106 0.004 0.007 0.003 0.079
H 1.9413 -5.2392 -1.3389 0.019 -0.037 0.006 0.086
H 6.4921 3.5189 2.4895 -0.003 -0.006 0.005 0.108
H -0.8230 0.2062 -3.4560 -0.017 0.051 -0.013 0.071
H -1.5648 1.6383 5.2774 -0.006 0.005 0.001 0.105
H 1.8652 3.0345 3.1356 0.000 -0.013 0.035 0.106
H 5.7324 1.1831 2.8107 -0.016 -0.010 0.008 0.105
H 4.6312 -4.9094 2.7771 0.000 -0.019 0.000 0.079
H -6.9052 -0.7050 -4.1961 0.000 0.000 -0.005 0.081
H -1.1422 1.4271 -2.2358 -0.001 -0.016 -0.017 0.059
H 0.0389 -4.2398 -2.5650 0.002 -0.014 -0.001 0.051
H 3.6101 -5.6365 4.0304 0.013 0.024 0.021 0.077
H -1.1812 5.9271 -0.5735 -0.020 -0.008 -0.002 0.105
H -1.7693 1.6384 -3.8816 -0.015 0.018 0.001 0.076
H -1.1016 0.6748 1.1305 0.051 -0.065 0.050 0.059
H 1.1698 4.2920 -3.7567 0.011 0.009 -0.002 0.106
H -0.4207 4.1165 0.9222 -0.005 0.004 -0.005 0.106
H 5.0928 5.0989 1.1903 -0.017 0.010 0.014 0.106
H 0.1783 -5.9597 -2.9924 -0.002 0.006 -0.012 0.078
H -4.0538 1.2648 -4.1042 0.008 -0.026 -0.019 0.113
H -2.3927 0.5285 3.2285 -0.004 -0.006 0.011 0.109
H 0.8810 -6.4890 -0.6642 0.012 -0.012 0.003 0.117
H -6.1365 -1.5135 -1.6263 0.004 -0.004 -0.003 0.123
```
Forces are in eV/Å.

For the energy above the lowest of the compared OMol25 structures with the same formula, charge and spin, the calculation gives 0.0 kJ/mol. As for the spin multiplicity: 2. The calculation puts the gap between HOMO and LUMO (alpha / beta) at 0.2933 / 0.2136 Eh. The HOMO energy (alpha / beta) is -7.50 / -7.25 eV. Its electronic energy is -5829.28545 Eh.